C22H28N2O4S in the gas phase. Source: OMol25; level of theory: ωB97M-V with the def2-TZVPD basis set.

Each line ends with the Löwdin charge.
Positions of all 57 atoms, in Å:
1 S 0.08680 1.55593 -3.75615  0.6889
2 O 1.35650 2.17363 -3.98287  -0.2727
3 O -0.85188 1.52694 -4.83732  -0.2865
4 O 3.59502 -1.61140 -0.20325  0.0807
5 O -0.72474 3.15505 0.09195  -0.0981
6 N -0.58200 2.41640 -2.48027  -0.0362
7 N 2.11761 -0.44307 1.04310  -0.0298
8 C 2.49910 -1.09811 -0.07449  -0.4275
9 C 0.94728 -2.35184 -1.59332  0.0093
10 C -3.71346 0.99472 -0.13294  -0.0931
11 C 3.01402 -0.38533 2.17842  -0.1099
12 C 0.15228 -0.85671 2.43306  -0.3422
13 C -1.25041 -0.36625 2.77285  -0.0584
14 C 1.05787 -0.83629 3.66647  -0.1421
15 C 1.19822 0.00040 -1.92508  -0.0100
16 C 0.77915 0.01045 1.33216  -0.1106
17 C -1.12751 -1.40388 -4.60111  -0.0377
18 C 2.61103 -2.73384 2.99642  -0.0530
19 C -2.77825 1.86366 0.41280  -0.0394
20 C 2.49644 -1.24987 3.33458  -0.3362
21 C -3.60663 0.59459 -1.44998  -0.0765
22 C 1.50151 -1.13881 -1.19598  -0.1282
23 C -0.21858 -1.26447 -3.42242  -0.2333
24 C -1.72214 2.32258 -0.35485  -0.2162
25 C -2.56643 1.06464 -2.23545  -0.0200
26 C -0.86437 3.73274 1.36659  -0.0791
27 C 0.34556 -0.06452 -3.01381  -0.2083
28 C -1.62050 1.92529 -1.70193  -0.2243
29 C 0.10328 -2.40501 -2.68288  -0.0161
30 H 3.09744 0.65859 2.50139  0.1321
31 H -1.87851 -0.35630 1.88479  0.0661
32 H 2.19259 -3.34128 3.79593  0.0796
33 H 1.63954 0.95172 -1.67049  0.1312
34 H 0.06664 3.01404 -1.99260  0.1182
35 H -1.21321 -0.47155 -5.14723  0.0526
36 H -1.79229 4.30671 1.44709  0.1022
37 H 1.06679 0.17720 4.07745  0.1217
38 H 3.65483 -3.00679 2.86426  0.0842
39 H -1.70844 -1.01500 3.51544  0.0819
40 H -4.33823 -0.07434 -1.87574  0.1042
41 H -1.21274 0.64178 3.18151  0.0724
42 H -0.74647 -2.17518 -5.26871  0.0916
43 H 0.16488 -0.02530 0.43119  0.1218
44 H 0.07969 -1.88154 2.05655  0.1414
45 H -4.52707 0.64187 0.48215  0.1042
46 H -0.01426 4.40371 1.48114  0.0984
47 H -2.11753 -1.71538 -4.26824  0.0912
48 H 3.12303 -1.04966 4.21058  0.1379
49 H 3.99086 -0.73684 1.84257  0.1259
50 H -2.88478 2.17166 1.44065  0.1058
51 H -2.48844 0.79768 -3.27546  0.0972
52 H 0.83390 1.05130 1.67364  0.1327
53 H 1.19242 -3.25168 -1.04905  0.1243
54 H 2.08885 -2.96738 2.07255  0.0695
55 H -0.31822 -3.35229 -2.98604  0.1200
56 H 0.65131 -1.49985 4.43215  0.1197
57 H -0.83735 2.97649 2.15825  0.0787

Forces on atoms 1 to 2 (eV/Å):
0.0 0.5 0.3
0.1 0.0 0.2

Output
calculated total energy: -45274.3184 eV
HOMO: -8.5 eV
relative energy (zero: lowest compared OMol25 entry of this formula, charge and spin): 16.1 kcal/mol
net charge: 0
HOMO-LUMO gap: 9.030 eV
SMILES string: COc1ccccc1NS(=O)(=O)c1cc(C(=O)N2C[C@H](C)C[C@@H](C)C2)ccc1C